Entry 1:
Molecular formula: C30H28BFN3O4OsS
Method: DFT, ωB97M-V with the def2-TZVPD basis set

The energy above the lowest of the compared OMol25 structures with the same formula, charge and spin comes out at 0.000 eV. As for the orbital gap (spin up / spin down): 4.74 / 6.82 eV. The spin multiplicity is 5. Its HOMO energy (spin up / spin down) is -2.40 / -4.74 eV. The value obtained for the maximum force is 0.54 eV/Å. As for the net charge: -1. As for the expectation value of S²: 6.03. The value obtained for the total energy is -2238.966499 Ha.

CARTESIAN COORDINATES (ANGSTROEM)
Os (0.0177, 0.7479, -0.0882)
O (0.3546, -4.1676, -2.4938)
C (0.7365, -3.3029, -3.4534)
C (1.0694, -3.8324, -4.6992)
C (1.4683, -3.0033, -5.7303)
C (1.5464, -1.6272, -5.5410)
C (1.2169, -1.0984, -4.3075)
C (0.8079, -1.9125, -3.2522)
C (0.4596, -1.2910, -1.9608)
O (0.5386, 0.0192, -1.8826)
N (0.0847, -2.0396, -0.9563)
N (-0.2162, -1.2465, 0.1156)
C (-0.5036, -1.7249, 1.3290)
C (-0.6519, -0.7519, 2.3110)
C (-1.0200, -0.9977, 3.6668)
C (-1.1253, 0.0298, 4.5456)
C (-0.8692, 1.3598, 4.1164)
C (-0.5301, 1.5671, 2.8090)
N (-0.4157, 0.5641, 1.9098)
H (0.1664, -3.6404, -1.6780)
H (1.0089, -4.9041, -4.8280)
H (1.7202, -3.4334, -6.6915)
H (1.8602, -0.9769, -6.3466)
H (1.2683, -0.0329, -4.1286)
H (-0.5972, -2.7877, 1.5085)
H (-1.2122, -2.0188, 3.9694)
H (-1.4059, -0.1644, 5.5732)
H (-0.9470, 2.2011, 4.7873)
H (-0.3320, 2.5539, 2.4104)
S (0.5847, 3.0321, -0.2587)
F (-4.2581, 5.4828, 1.7556)
C (-3.7896, 4.3436, 1.1639)
C (-3.8412, 3.1536, 1.8602)
C (-3.3574, 2.0057, 1.2522)
C (-2.8170, 2.0214, -0.0434)
C (-2.2195, 0.8206, -0.6251)
C (-2.7989, 3.2585, -0.7084)
C (-3.2777, 4.4142, -0.1171)
H (-4.2496, 3.1301, 2.8617)
H (-3.3846, 1.0699, 1.7982)
H (-2.2214, 0.8067, -1.7139)
H (-2.6421, -0.0957, -0.2138)
H (-2.3778, 3.3118, -1.7047)
H (-3.2477, 5.3643, -0.6335)
C (8.7910, 3.0018, 1.8365)
C (7.8180, 1.9025, 2.2839)
C (8.5210, 0.5441, 2.1892)
C (7.4616, 2.1389, 3.7528)
C (6.5824, 1.9422, 1.3821)
C (6.6804, 1.5237, 0.0539)
C (5.6047, 1.5711, -0.8329)
C (4.4168, 2.0594, -0.3441)
O (3.2173, 2.1932, -0.9769)
B (2.3335, 2.7033, -0.0073)
O (3.0261, 2.9008, 1.2053)
C (4.3030, 2.4840, 0.9701)
C (5.3599, 2.4390, 1.8496)
H (9.6716, 3.0228, 2.4823)
H (8.3116, 3.9808, 1.8753)
H (9.1229, 2.8342, 0.8112)
H (9.3951, 0.5356, 2.8443)
H (8.8665, 0.3254, 1.1805)
H (7.8567, -0.2643, 2.4970)
H (8.3534, 2.0146, 4.3696)
H (6.7063, 1.4336, 4.1019)
H (7.0861, 3.1483, 3.9233)
H (7.6235, 1.1452, -0.3151)
H (5.6936, 1.2292, -1.8542)
H (5.2197, 2.7664, 2.8676)



Entry 2:
Molecular formula: C30H28ClN6O4V
Method: DFT, ωB97M-V with the def2-TZVPD basis set

The energy above the lowest of the compared OMol25 structures with the same formula, charge and spin comes out at 0.015 eV. As for the orbital gap (spin up / spin down): 5.23 / 4.66 eV. The spin multiplicity is 2. Its HOMO energy (spin up / spin down) is -2.67 / -2.10 eV. The value obtained for the maximum force is 0.17 eV/Å. As for the net charge: -1. As for the expectation value of S²: 0.76. The value obtained for the total energy is -3193.900953 Ha.

CARTESIAN COORDINATES (ANGSTROEM)
V (-0.3749, -1.4317, -0.3847)
C (-6.1404, 2.4245, -0.9121)
C (-4.6927, 2.0254, -0.8074)
C (-3.7332, 2.5195, -1.6889)
C (-2.4253, 2.0797, -1.6460)
C (-1.9806, 1.1287, -0.7106)
N (-0.7207, 0.5787, -0.7655)
C (0.3649, 1.3857, -0.9945)
C (0.4948, 2.6632, -0.4185)
C (1.6540, 3.4113, -0.5207)
C (2.7730, 2.9296, -1.1926)
C (4.0720, 3.6903, -1.2221)
C (2.6536, 1.6880, -1.8038)
C (1.4818, 0.9503, -1.7433)
N (1.4177, -0.2230, -2.5546)
C (1.8126, -0.3047, -3.8457)
C (1.5122, -1.5681, -4.2923)
C (0.9117, -2.1960, -3.1899)
N (0.8668, -1.3817, -2.1462)
C (-2.9428, 0.6999, 0.2225)
C (-4.2667, 1.1106, 0.1427)
N (-2.5762, -0.0937, 1.3523)
C (-3.0413, 0.0906, 2.6077)
C (-2.4296, -0.8328, 3.4200)
C (-1.5904, -1.5522, 2.5577)
N (-1.6772, -1.0991, 1.3142)
H (-6.2404, 3.4458, -1.2832)
H (-6.6854, 1.7711, -1.5985)
H (-6.6379, 2.3685, 0.0575)
H (-4.0252, 3.2412, -2.4450)
H (-1.7056, 2.4466, -2.3678)
H (-0.3469, 3.0454, 0.1463)
H (1.7023, 4.3815, -0.0364)
H (3.9073, 4.7514, -1.0296)
H (4.7699, 3.3214, -0.4650)
H (4.5667, 3.5968, -2.1907)
H (3.4949, 1.2703, -2.3471)
H (2.2510, 0.5441, -4.3409)
H (1.6762, -1.9692, -5.2767)
H (0.4714, -3.1776, -3.1174)
H (-4.9787, 0.6985, 0.8493)
H (-3.7427, 0.8769, 2.8234)
H (-2.5555, -0.9578, 4.4809)
H (-0.8923, -2.3427, 2.7822)
N (0.2689, -3.5742, 0.0508)
C (-0.6754, -4.7022, -0.0445)
C (-2.1147, -4.2145, -0.1880)
C (-2.2667, -3.4555, -1.5101)
O (-2.6943, -4.0594, -2.4931)
O (-1.8648, -2.2353, -1.5060)
H (1.1064, -3.7599, -0.4881)
H (0.5872, -3.4163, 1.0095)
H (-0.5814, -5.3631, 0.8231)
H (-0.4270, -5.2960, -0.9277)
H (-2.3614, -3.5622, 0.6508)
H (-2.7912, -5.0697, -0.2006)
Cl (5.7797, 2.4945, 4.2053)
C (4.6155, 1.3764, 3.5323)
C (3.8929, 1.7447, 2.4097)
C (2.9744, 0.8505, 1.8813)
C (2.7804, -0.3943, 2.4693)
C (3.5139, -0.7398, 3.5964)
C (4.4392, 0.1417, 4.1349)
C (1.7731, -1.3630, 1.8821)
O (1.5568, -2.4355, 2.4702)
O (1.2348, -0.9712, 0.8066)
H (4.0430, 2.7177, 1.9603)
H (2.3961, 1.1112, 1.0045)
H (3.3434, -1.7111, 4.0421)
H (5.0191, -0.1186, 5.0102)



Entry 3:
Molecular formula: C30H28IrN3O5S2
Method: DFT, ωB97M-V with the def2-TZVPD basis set

The energy above the lowest of the compared OMol25 structures with the same formula, charge and spin comes out at 0.000 eV. As for the orbital gap: 6.78 eV. Its HOMO energy is -7.21 eV. The value obtained for the maximum force is 1.12 eV/Å. The value obtained for the total energy is -2601.299780 Ha.

CARTESIAN COORDINATES (ANGSTROEM)
Ir (-1.4551, 0.5372, 0.4979)
O (-2.6689, 2.7052, 3.6413)
C (-2.2622, 1.9071, 2.8229)
O (-2.4869, 1.9377, 1.5507)
C (-1.4474, 0.7112, 3.3085)
C (-1.0910, 0.6359, 4.6654)
C (-0.4044, -0.4546, 5.1011)
C (-0.1382, -1.5168, 4.2077)
C (0.5194, -2.6995, 4.6231)
C (0.7074, -3.7278, 3.7472)
C (0.2246, -3.6242, 2.4248)
C (-0.3962, -2.4896, 1.9863)
C (-0.5603, -1.3961, 2.8644)
N (-1.1483, -0.2306, 2.4321)
H (-1.3768, 1.4600, 5.3021)
H (-0.0771, -0.5364, 6.1309)
H (0.8497, -2.7747, 5.6520)
H (1.2028, -4.6344, 4.0696)
H (0.3374, -4.4613, 1.7482)
H (-0.7850, -2.4093, 0.9865)
O (0.8098, -1.7028, -2.1109)
C (-0.2152, -1.3051, -1.5683)
O (-0.1774, -0.7796, -0.3838)
C (-1.5444, -1.4621, -2.2755)
C (-1.4611, -1.7813, -3.6308)
C (-2.5880, -2.0047, -4.3999)
C (-3.8379, -1.9225, -3.8024)
C (-3.9420, -1.6008, -2.4612)
C (-2.8121, -1.3571, -1.6727)
S (-3.1436, -0.9712, 0.0244)
H (-0.4710, -1.8647, -4.0578)
H (-2.4933, -2.2487, -5.4498)
H (-4.7359, -2.0997, -4.3811)
H (-4.9179, -1.5262, -1.9962)
C (-3.7189, 2.0548, -1.3391)
S (-1.9414, 1.7844, -1.4176)
C (-1.4062, 3.4438, -0.9617)
H (-3.9730, 2.8012, -2.0902)
H (-3.9876, 2.3839, -0.3377)
H (-4.2036, 1.1098, -1.5655)
H (-1.7289, 3.6560, 0.0549)
H (-1.8428, 4.1465, -1.6703)
H (-0.3218, 3.4762, -1.0237)
C (3.7106, -0.8506, -0.9149)
N (3.1359, 0.0087, 0.1129)
N (2.0847, 0.8445, -0.1979)
C (1.3468, 1.0855, 0.9177)
O (0.2938, 1.7907, 0.8981)
C (1.9900, 0.3958, 1.9756)
C (3.0397, -0.2908, 1.4286)
C (3.9461, -1.2912, 2.0512)
C (2.0278, 1.5028, -1.4568)
C (3.0124, 2.4292, -1.7766)
C (2.9745, 3.0628, -3.0073)
C (1.9514, 2.7789, -3.9046)
C (0.9733, 1.8524, -3.5741)
C (1.0148, 1.1998, -2.3496)
H (3.2115, -0.6486, -1.8580)
H (3.5248, -1.8946, -0.6692)
H (4.7782, -0.6631, -1.0179)
H (1.6748, 0.3951, 3.0030)
H (3.8147, -1.2809, 3.1307)
H (4.9914, -1.0864, 1.8185)
H (3.7072, -2.2941, 1.6908)
H (3.7917, 2.6497, -1.0578)
H (3.7375, 3.7860, -3.2630)
H (1.9214, 3.2794, -4.8635)
H (0.1770, 1.6216, -4.2693)
H (0.2784, 0.4483, -2.0926)